1.
Entry from the OMol25 dataset: a 10-piece molecular cluster, C17H48F6N4O9P overall (ωB97M-V/def2-TZVPD).

Each line ends with the Löwdin charge.
Element x y z (Å)
1 C 2.9170 -3.7581 -3.8015  -0.05
2 H -2.8152 0.5188 5.9235  0.14
3 H -1.9914 -0.2164 -1.5826  0.02
4 O -2.7783 -0.3612 -2.1190  -0.13
5 H -2.1902 -3.6410 1.2887  0.07
6 N 1.2534 4.6853 -2.3533  -0.19
7 H 2.5470 -4.7358 -4.1392  0.09
8 H 1.9977 -3.5496 -1.1954  0.09
9 H -0.1531 1.5275 -3.9028  0.05
10 H -1.2688 -2.9983 4.7595  0.08
11 C 1.2663 -3.5746 -2.0034  -0.05
12 H 3.7644 -2.9007 4.9488  0.13
13 O 4.9005 -3.4638 3.3625  0.01
14 C -2.5223 -1.4412 -3.0079  -0.15
15 H 1.8571 -1.9576 4.9090  0.08
16 H 4.0466 -2.3058 1.3732  0.09
17 H -0.7696 1.8044 2.2395  0.03
18 F 0.5746 -1.0569 -0.1500  -0.15
19 C -1.7743 -0.4560 3.8308  -0.06
20 H -1.8319 -2.1688 -2.5712  0.06
21 O -2.3035 4.1511 0.4506  -0.14
22 N -2.3084 -1.1937 4.9423  -0.19
23 H 0.4682 -1.5048 -3.2622  0.13
24 C -2.9018 -0.5787 5.9934  -0.34
25 H -1.9019 3.6535 1.1787  0.02
26 H 0.9585 -2.0767 3.3789  0.08
27 H 0.3701 -3.0296 -1.7179  0.05
28 O -3.4619 -1.1340 6.9107  0.01
29 H -0.2715 3.0681 4.2727  0.08
30 N 3.0298 -2.1715 3.1992  -0.19
31 H 1.3992 6.2161 -3.7714  0.09
32 H -1.0810 0.8516 -5.2110  0.07
33 H 1.1452 0.2221 -5.3572  0.02
34 H 3.7030 -3.9583 -3.0696  0.09
35 O 3.3217 4.1741 -1.5462  0.00
36 H -2.3561 -2.4644 -0.0435  0.08
37 F 0.1105 2.1176 0.1358  -0.14
38 H -2.1138 -0.8986 2.8914  0.10
39 C 3.0848 -1.9920 1.7723  -0.04
40 F 0.2077 0.6713 -1.6151  -0.15
41 H 3.3225 -3.2370 -4.6624  0.08
42 H -2.1708 0.5631 3.8182  0.08
43 H -2.8095 -3.0685 5.6912  0.08
44 C 2.1782 3.8559 -1.8099  -0.32
45 H -0.9986 4.3998 3.3883  0.08
46 C -0.2361 1.5253 -4.9956  -0.18
47 H -0.4313 4.4133 -3.5516  0.08
48 C 3.9565 -2.8915 3.8602  -0.36
49 H -4.0564 3.5978 -0.4720  0.07
50 C 1.8425 -1.6495 3.8649  -0.06
51 H -3.0362 2.2345 0.0387  0.07
52 H -0.7532 4.9711 -1.8767  0.09
53 P 0.3799 0.5272 -0.0206  0.17
54 H -0.6866 -0.3594 3.8046  0.07
55 O -1.9608 -4.3571 -0.6552  -0.13
56 O 1.6812 -1.5083 -4.9043  0.01
57 O 0.9320 1.1160 -5.6722  -0.13
58 H 1.7569 2.8585 -1.6262  0.11
59 H 0.5160 3.5799 2.8094  0.09
60 C -0.1381 4.3156 -2.5037  -0.06
61 F 1.9510 0.7651 -0.1309  -0.12
62 H 2.3354 -2.6068 1.2570  0.08
63 C 1.3051 -1.9425 -3.8239  -0.29
64 H -0.3452 3.3072 -2.1529  0.06
65 N 1.8568 -2.9972 -3.1973  -0.18
66 O -1.2886 2.5667 2.5262  -0.16
67 H -1.5741 -5.1679 -0.3153  0.07
68 H 2.6502 6.2119 -2.5885  0.08
69 C -3.0227 3.2494 -0.3625  -0.17
70 H -0.7552 -2.9937 0.3967  0.06
71 H 0.9468 -4.6002 -2.2093  0.09
72 H -0.4841 2.5274 -5.3408  0.07
73 H -2.5879 3.1980 -1.3670  0.06
74 C 1.5830 6.0400 -2.7017  -0.06
75 H -3.4711 -1.9385 -3.1994  0.08
76 H -2.1009 -1.0655 -3.9458  0.06
77 C -1.7940 -3.3234 0.3225  -0.14
78 F -1.2331 0.3100 0.1462  -0.17
79 C -2.2924 -2.6255 4.8471  -0.05
80 H -2.8294 -2.9591 3.9480  0.09
81 F 0.5243 0.4083 1.6163  -0.18
82 H 1.0026 6.7428 -2.1014  0.09
83 C -0.4726 3.4590 3.2593  -0.13
84 H 1.7693 -0.5659 3.7787  0.08
85 H 2.9105 -0.9592 1.4729  0.08

Forces on atoms 1 to 6 (eV/Å):
C 0.181 -0.431 -0.149
H -0.064 0.017 -0.007
H -0.064 0.215 0.035
O -0.037 -0.325 -0.080
H 0.072 0.122 0.089
N 0.041 -0.178 0.024

Summary:
HOMO-LUMO gap = 8.770 eV
net charge = -1
molecular weight = 597.55 g/mol

2.
Entry from the OMol25 dataset: C17H48IOP2PdSi4Te as an isolated structure (ωB97M-V/def2-TZVPD).

Each line ends with the Mulliken spin population.
Element x y z (Å)
1 C -2.6296 -2.7686 -0.2120  0.01
2 C 5.0599 0.9309 -6.1017  0.01
3 H -1.9399 0.4200 -2.5402  0.01
4 H -5.1472 1.4736 0.2008  0.01
5 H -0.3714 -3.3452 3.0802  0.00
6 C -0.8783 -0.1948 4.9038  0.06
7 Si -2.0834 -2.3569 1.5333  0.02
8 C -0.7397 -3.5516 2.0677  0.01
9 C 1.6605 -0.7901 3.3603  0.03
10 C -0.1120 1.5978 -4.8125  0.03
11 H -4.3602 0.2191 3.4656  0.00
12 H 0.5143 3.6075 -1.5738  0.00
13 H -2.9940 -3.8048 -0.2177  0.00
14 C 0.5324 2.0587 3.3670  0.04
15 H -4.3914 -1.8721 2.4083  0.00
16 P 0.0802 1.6698 -3.0084  0.21
17 Si 0.0831 0.2323 3.3335  0.15
18 Pd 1.8518 0.3632 -2.2458  1.13
19 H -1.1825 -4.5578 2.0706  0.00
20 P 3.0146 -1.4777 -1.4337  0.19
21 H -0.2077 0.0068 5.7518  0.01
22 H 2.3411 -0.5412 2.5368  -0.01
23 H -1.7326 1.7580 -1.3685  0.02
24 H -4.9012 1.8744 3.1234  0.00
25 C -4.2955 0.7804 0.1689  0.03
26 H 5.0418 -1.7862 -0.1696  0.01
27 H 1.3195 -3.0643 -0.7537  0.00
28 H -1.7880 -2.7018 -0.9126  0.00
29 O 3.5437 2.6047 -0.9944  0.01
30 Si -3.1230 1.2925 1.5469  0.12
31 H -3.3957 1.6179 4.0191  0.00
32 H 2.8781 -2.9731 -3.3056  0.01
33 C 4.4786 -0.9015 -0.5005  0.02
34 H 1.3835 3.7068 -3.1380  0.00
35 H -3.8785 -3.5384 2.7086  0.00
36 Si -1.2735 -0.1628 1.4741  0.21
37 C -4.0148 1.2268 3.2005  0.01
38 I 3.9154 1.0920 -4.2756  0.36
39 H 4.3326 -1.9320 -3.4030  0.00
40 H 4.9272 1.8749 -6.6288  0.01
41 H 1.9849 -2.1961 0.6676  0.01
42 H -2.0350 3.1802 0.2660  0.00
43 H -1.1596 -1.2550 4.9458  0.00
44 H 4.3010 -3.3341 -2.2687  0.01
45 C -3.5392 -2.4923 2.7129  0.00
46 H 0.1122 -3.5660 1.3771  0.00
47 C -2.5562 3.0571 1.2233  0.03
48 H 2.1741 -0.5540 4.3029  0.00
49 H -0.3900 0.5745 -5.0928  0.01
50 H 4.1676 -0.3105 0.3701  0.00
51 H -1.7811 0.4116 5.0407  0.00
52 Te 0.6680 0.7641 0.2390  0.93
53 H 0.8275 1.8694 -5.3044  0.00
54 H -3.4348 -2.1178 -0.5738  0.00
55 H 2.9509 -3.4867 -0.1424  0.01
56 H -4.6821 -0.2375 0.3057  0.00
57 H 1.1896 2.1965 4.2366  0.00
58 H -0.3456 2.7039 3.4917  0.00
59 H 6.0989 0.7698 -5.8148  0.01
60 C 2.9578 1.7740 -1.5211  0.13
61 H -3.4650 3.6764 1.1954  0.00
62 H -3.8440 0.8509 -0.8282  0.00
63 C 0.4403 3.4278 -2.6537  0.03
64 H -0.9137 2.2913 -5.1000  0.01
65 C 2.2337 -2.6655 -0.2941  0.04
66 H 1.4657 -1.8693 3.3409  0.01
67 H 5.1031 -0.2855 -1.1577  0.00
68 H -1.9068 3.4401 2.0212  0.00
69 C 3.7073 -2.5357 -2.7359  0.03
70 H -0.3848 4.0198 -3.0749  0.01
71 H -2.2887 2.0988 -3.0466  0.01
72 C -1.6358 1.4672 -2.4221  0.00
73 H -3.2658 -2.2342 3.7446  0.00
74 H 1.0817 2.3923 2.4746  -0.01
75 H 4.6459 0.0871 -6.6505  0.00

Forces on atoms 1 to 6 (eV/Å):
C 0.072 0.092 -0.069
C -0.006 -0.093 -0.248
H -0.026 0.193 0.062
H 0.128 -0.111 0.025
H -0.067 -0.092 -0.185
C -0.328 -0.132 -0.322

Summary:
spin multiplicity = 5
HOMO-LUMO gap (alpha / beta) = 7.099 / 3.252 eV
<S²> = 6.0240
net charge = +3
molecular weight = 803.79 g/mol

3.
Entry from the OMol25 dataset: a 3-piece molecular cluster, C17H48N9O3P2 overall (ωB97M-V/def2-TZVPD).

Each line ends with the Löwdin charge.
Element x y z (Å)
1 H 5.1917 2.4094 -1.1052  0.09
2 C -1.9479 -1.7470 -1.7441  -0.21
3 O 4.1043 -1.5274 -1.7330  -0.32
4 N -5.7029 2.9207 0.5551  -0.33
5 P -5.4628 1.5580 1.6675  0.81
6 H 5.2952 -1.8792 -3.9204  0.08
7 N -6.6018 2.2497 2.7707  -0.30
8 P 5.3436 -1.2895 -0.8393  0.81
9 H 8.2079 0.0514 -0.5447  0.05
10 H -4.3726 2.5888 -1.0712  0.07
11 C 5.8489 -2.5129 -3.2154  -0.16
12 C 7.5072 -0.9219 -2.7042  -0.13
13 H -3.7980 -1.8082 -2.6214  0.13
14 O 0.1034 -1.1903 -0.9249  -0.07
15 H 1.7033 -2.1999 -0.0805  0.12
16 H -2.0534 -3.9947 -1.9156  0.11
17 H -4.5817 -2.6784 -0.7841  0.13
18 H 1.8233 -4.1418 -1.4070  0.10
19 C 3.7890 0.6556 0.1695  -0.14
20 N 6.4261 -1.7112 -2.1219  -0.30
21 N -3.7983 1.9195 1.9192  -0.32
22 H 6.1869 1.8723 0.2441  0.08
23 C 6.2630 -1.5386 1.6671  -0.15
24 H -3.8355 -4.3583 -2.5032  0.14
25 H -0.4404 -1.1562 -2.9530  0.21
26 C 7.9083 -0.4383 0.3721  -0.13
27 H -2.8680 1.2217 0.1481  0.06
28 C -5.4862 4.3489 0.6717  -0.14
29 H -5.9850 3.1668 -1.5372  0.08
30 H 6.6261 -3.0387 -3.7759  0.08
31 C -3.1148 3.1354 2.3027  -0.13
32 H -7.1184 3.4948 4.4249  0.08
33 H 7.8285 0.3541 1.1256  0.09
34 H 7.2726 0.1410 -2.7684  0.07
35 H 5.8770 -0.6381 2.1662  0.07
36 H 3.9815 0.4583 1.2331  0.07
37 H -2.2230 2.8979 2.8915  0.09
38 H 8.4439 -1.0903 -2.1699  0.07
39 H -6.9168 4.3311 2.9401  0.07
40 H 2.9463 0.0253 -0.1347  0.05
41 H 5.4673 -2.2892 1.6673  0.07
42 H -3.1496 -0.0198 1.3773  0.04
43 H -8.2552 1.7334 4.0115  0.08
44 N -0.7388 -1.3239 -1.9835  0.12
45 H 5.1802 -3.2856 -2.8378  0.06
46 C -7.3312 1.2951 3.6253  -0.15
47 H -7.6321 0.4075 3.0706  0.07
48 H -3.7050 3.7861 2.9378  0.06
49 C -2.8704 1.0278 1.2316  -0.16
50 C 1.0472 -3.4114 -1.7852  -0.06
51 H -6.7204 0.9861 4.4828  0.09
52 O -5.3693 0.2532 2.4888  -0.30
53 N 6.7018 -1.2387 0.2990  -0.33
54 H -1.9447 -2.1836 0.1878  0.12
55 H 6.6143 1.4832 -1.4310  0.06
56 H 0.1149 -3.0125 0.2070  0.12
57 H -5.4086 4.7349 1.6791  0.05
58 H -2.7769 3.7092 1.4299  0.08
59 H -1.8459 1.1271 1.5935  0.08
60 N -2.9070 -2.3194 -2.7033  0.04
61 H 7.7397 -1.2166 -3.7296  0.08
62 H 1.4945 -2.8311 -2.6329  0.09
63 H -5.4987 3.7157 3.8661  0.07
64 C 5.7892 1.5711 -0.7333  -0.13
65 H -5.7715 1.4992 -1.0158  0.07
66 C -3.1284 -3.6444 -2.0161  -0.11
67 H 3.4513 1.6880 0.0760  0.08
68 H -4.5735 4.6687 0.1546  0.08
69 N 4.9740 0.3792 -0.6418  -0.32
70 C -5.4455 2.5277 -0.8337  -0.16
71 H 8.7465 -1.0804 0.6670  0.10
72 C 0.7181 -2.4633 -0.5665  -0.19
73 H -3.5555 -3.7479 0.2951  0.14
74 C -6.5096 3.4997 3.5187  -0.13
75 H 0.1577 -4.0352 -2.0763  0.06
76 C -3.5314 -3.0489 -0.5764  -0.12
77 N -2.6557 -1.8217 -0.4717  0.10
78 H 7.0817 -1.9363 2.2717  0.08
79 H -6.3243 4.8775 0.2025  0.10

Forces on atoms 1 to 6 (eV/Å):
H -0.186 -0.172 0.039
C -4.261 -0.619 1.068
O -1.121 -2.793 3.775
N -0.924 -2.870 -2.674
P 1.293 5.091 6.955
H -0.080 -0.138 -0.030

Summary:
HOMO-LUMO gap = 5.741 eV
net charge = +1
molecular weight = 488.58 g/mol

Q: Which of these has the lowest net charge?
A: C17H48F6N4O9P